{"formula": "C35H35MoN5O6Si", "method": "ωB97M-V/def2-TZVPD", "elements": ["Mo", "Si", "O", "O", "O", "O", "O", "O", "N", "N", "N", "N", "N", "C", "C", "C", "C", "C", "C", "C", "C", "C", "C", "C", "C", "C", "C", "C", "C", "C", "C", "C", "C", "C", "C", "C", "C", "C", "C", "C", "C", "C", "C", "C", "C", "C", "C", "C", "H", "H", "H", "H", "H", "H", "H", "H", "H", "H", "H", "H", "H", "H", "H", "H", "H", "H", "H", "H", "H", "H", "H", "H", "H", "H", "H", "H", "H", "H", "H", "H", "H", "H", "H"], "xyz": [[0.4974, -0.7373, 0.5857], [1.8756, 3.4145, -2.0268], [-0.5162, -6.1439, 0.6187], [0.8446, 0.4998, 2.1354], [-1.3356, 4.0730, 2.4239], [-0.3972, -0.4713, -3.3833], [-0.5693, -2.1267, 1.8924], [-0.6222, -1.5886, -0.7237], [1.3885, -2.6995, 0.4809], [-1.1423, 1.5311, 1.7095], [2.7238, -0.5889, 0.5282], [-1.2867, 0.4214, 0.8618], [0.5987, -3.7621, 0.7829], [-1.2925, 0.1865, -3.8542], [-3.2986, -6.1550, 2.9155], [0.7627, 3.9276, -3.4233], [1.5241, 2.4169, 4.0225], [4.6272, -1.5395, -0.5550], [2.5265, -2.8481, -0.0795], [-0.2601, 3.8206, 3.1884], [-1.8962, -1.7178, -1.0226], [-2.3604, -6.5657, 1.9926], [-1.9590, 1.3028, -3.0884], [1.2587, 1.8857, -1.2537], [3.3334, -1.6240, -0.0791], [3.4150, 0.5261, 0.7571], [-3.6418, -2.8592, -2.2143], [0.9207, 0.8430, -0.7139], [-4.1974, -0.9799, -0.8427], [-3.3153, -4.8410, 3.3839], [3.5926, 3.0879, -2.6681], [1.9225, 4.7314, -0.7149], [-1.8320, -0.1208, -5.2382], [-2.4680, 0.2196, 0.4157], [0.4154, 2.5892, 3.1898], [4.7279, 0.6704, 0.3463], [-2.3735, -3.9528, 2.9114], [-2.8498, -0.8416, -0.4870], [5.3324, -0.3642, -0.3470], [-0.4224, -3.3401, 1.5375], [-1.4040, -4.3455, 1.9825], [-1.3987, -5.6727, 1.5173], [-4.6017, -1.9787, -1.6984], [-2.3076, -2.7347, -1.8915], [1.2953, 4.6552, 4.8263], [0.0088, 1.4843, 2.3086], [0.2016, 4.8504, 4.0085], [1.9668, 3.4329, 4.8445], [-3.2366, 0.9110, 0.7560], [6.3465, -0.2623, -0.7105], [-4.9226, -0.2885, -0.4274], [0.6436, 3.1102, -4.1385], [1.1729, 4.7887, -3.9574], [-5.6440, -2.0849, -1.9649], [0.1377, -5.4305, 0.4394], [-0.2262, 4.2006, -3.0479], [3.5903, 2.2369, -3.3532], [5.2539, 1.5899, 0.5596], [2.8804, 1.3129, 1.2688], [2.8210, 3.2831, 5.4905], [-1.5566, -3.3999, -2.2951], [-1.9369, 2.2226, -3.6782], [5.0631, -2.3865, -1.0665], [2.0228, 1.4566, 4.0126], [4.2645, 2.8479, -1.8404], [2.6048, 4.4451, 0.0901], [-2.4192, -1.0398, -5.1728], [-1.4578, 1.4597, -2.1360], [-3.0100, 1.0429, -2.9321], [0.9328, 4.8738, -0.2743], [-4.0539, -4.5237, 4.1071], [-0.3276, 5.7938, 3.9885], [2.2586, 5.6907, -1.1178], [-1.5737, 3.2407, 1.9562], [-4.0289, -6.8670, 3.2800], [-3.9523, -3.6577, -2.8771], [-1.0025, -0.3052, -5.9191], [-2.4696, 0.6719, -5.6283], [2.8867, -3.8169, -0.4064], [3.9982, 3.9545, -3.1968], [1.6303, 5.4640, 5.4638], [-2.3603, -2.9244, 3.2461], [-2.3408, -7.5813, 1.6200]], "lowdin_spin": [1.52, 0.02, 0.00, 0.05, 0.00, 0.00, 0.00, 0.08, 0.00, 0.00, 0.01, -0.01, -0.02, 0.00, 0.00, 0.00, 0.00, 0.01, 0.07, 0.00, 0.01, 0.00, 0.00, 0.09, 0.02, 0.02, 0.01, -0.02, 0.01, 0.00, 0.00, 0.00, 0.00, 0.03, 0.00, 0.01, 0.00, 0.01, 0.02, 0.00, 0.00, 0.00, 0.01, 0.01, 0.00, 0.01, 0.00, 0.00, 0.00, 0.00, 0.00, 0.00, 0.00, 0.00, 0.00, 0.00, 0.00, 0.00, 0.00, 0.00, 0.00, 0.00, 0.00, 0.00, 0.00, 0.00, 0.00, 0.00, 0.00, 0.00, 0.00, 0.00, 0.00, 0.00, 0.00, 0.00, 0.00, 0.00, 0.00, 0.00, 0.00, 0.00, 0.00], "lumo_energy_ev": [-0.72, -1.39], "energy_ev": -66333.57498, "homo_lumo_gap_ev": [6.877, 6.712], "de_lowest_kj_mol": 34.0, "multiplicity": 3, "molar_mass_da": 745.7, "homo_ev": [-7.60, -8.10]}



{"formula": "C23H41MnN2P3S", "method": "ωB97M-V/def2-TZVPD", "elements": ["Mn", "S", "P", "P", "P", "N", "N", "C", "C", "C", "C", "C", "C", "C", "C", "C", "C", "C", "C", "C", "C", "C", "C", "C", "C", "C", "C", "C", "C", "C", "H", "H", "H", "H", "H", "H", "H", "H", "H", "H", "H", "H", "H", "H", "H", "H", "H", "H", "H", "H", "H", "H", "H", "H", "H", "H", "H", "H", "H", "H", "H", "H", "H", "H", "H", "H", "H", "H", "H", "H", "H"], "xyz": [[-0.7010, -0.2335, 0.2287], [-1.6775, -1.6482, -1.1650], [-2.2700, 0.0585, 1.4407], [0.3204, 2.3466, 0.6511], [0.8357, -1.7880, 1.2294], [8.2933, 2.2184, -0.1449], [3.1118, 0.7242, -0.2415], [7.1616, 1.9124, -0.1529], [1.5325, 3.4708, -0.2028], [0.9972, 2.6048, 2.3611], [-4.1629, -1.1306, -4.3613], [3.7304, 0.9310, 0.9099], [-2.8605, -1.9211, -2.4509], [5.7842, 1.5137, -0.1759], [5.0707, 1.3184, 1.0112], [0.6523, 0.5151, -2.6581], [-4.5384, -3.3594, -3.5247], [-3.0042, -1.5371, 1.8683], [-2.0724, 0.8402, 3.0301], [-1.1133, 3.5054, 0.7037], [0.3147, -3.4803, 0.7142], [-3.4967, 1.0582, 0.5376], [0.4152, -1.8076, 3.0205], [-4.8749, -2.3496, -4.4238], [1.1259, -0.7330, -2.5115], [5.1395, 1.2845, -1.3881], [-3.5499, -3.1804, -2.5617], [2.6333, -2.1458, 1.3476], [-3.1847, -0.9213, -3.3952], [3.8032, 0.8572, -1.3770], [1.1656, 1.4293, -2.3126], [1.9889, -0.9694, -1.8665], [-1.2569, 0.3528, 3.5653], [-0.3808, 0.5976, -2.9443], [0.4701, -3.6048, -0.3602], [-2.6495, 0.0206, -3.3253], [-3.0233, 0.6409, 3.5402], [0.7565, 3.6082, 2.7290], [-5.0852, -4.3170, -3.5699], [-2.5688, -2.3914, 1.3198], [-4.0627, -1.4654, 1.6116], [0.6219, -0.8297, 3.4734], [0.5162, -1.5780, -2.7623], [-2.8812, -1.7033, 2.9381], [0.9264, -4.2190, 1.2491], [-1.6820, 3.4069, -0.2253], [5.6177, 1.4421, -2.3532], [1.1700, 4.5032, -0.1862], [-3.5712, 2.0305, 1.0353], [1.6691, 3.1633, -1.2300], [2.0876, 2.5010, 2.3569], [3.1320, -1.4865, 2.0664], [3.1120, -2.0375, 0.3749], [5.5231, 1.4099, 1.9877], [-3.2984, -3.9574, -1.8665], [-0.7402, -3.6587, 0.9221], [-1.3443, 0.6015, -0.8747], [-4.4370, 0.5034, 0.6133], [2.5055, 3.4440, 0.3006], [-0.6388, -2.0634, 3.1733], [3.1446, 0.7775, 1.8281], [0.5850, 1.8656, 3.0509], [-1.8953, 1.9072, 2.9375], [2.7317, -3.1921, 1.6783], [-1.7894, 3.3073, 1.5458], [-0.7620, 4.5426, 0.7882], [-4.4319, -0.3571, -5.0751], [-3.2734, 1.2343, -0.5276], [3.2728, 0.6310, -2.3056], [-5.6884, -2.4538, -5.1279], [1.0489, -2.5594, 3.5084]], "lowdin_spin": [3.29, 0.23, -0.02, -0.09, 0.01, 0.00, 0.00, 0.00, -0.01, -0.01, 0.05, 0.00, 0.20, 0.00, 0.00, 0.02, 0.02, 0.02, 0.00, -0.01, 0.01, 0.01, 0.02, 0.22, 0.01, 0.00, 0.10, -0.01, 0.06, 0.00, 0.00, 0.00, 0.00, 0.00, 0.00, 0.00, 0.00, 0.00, 0.00, 0.00, 0.00, 0.00, 0.00, 0.00, 0.00, 0.00, 0.00, 0.00, 0.00, 0.00, 0.00, 0.00, 0.00, 0.00, 0.00, 0.00, -0.12, 0.00, 0.00, 0.00, 0.00, 0.00, 0.00, 0.00, 0.00, 0.00, 0.00, 0.00, 0.00, 0.01, 0.00], "lumo_energy_ev": [-11.87, -12.64], "energy_ev": -97486.17665, "homo_lumo_gap_ev": [5.135, 4.364], "total_charge": 3, "multiplicity": 5, "molar_mass_da": 525.5, "homo_ev": [-17.00, -17.00]}



{"formula": "C27H63N6O7P2S3", "method": "ωB97M-V/def2-TZVPD", "elements": ["S", "S", "S", "P", "P", "O", "O", "O", "O", "O", "O", "O", "N", "N", "N", "N", "N", "N", "C", "C", "C", "C", "C", "C", "C", "C", "C", "C", "C", "C", "C", "C", "C", "C", "C", "C", "C", "C", "C", "C", "C", "C", "C", "C", "C", "H", "H", "H", "H", "H", "H", "H", "H", "H", "H", "H", "H", "H", "H", "H", "H", "H", "H", "H", "H", "H", "H", "H", "H", "H", "H", "H", "H", "H", "H", "H", "H", "H", "H", "H", "H", "H", "H", "H", "H", "H", "H", "H", "H", "H", "H", "H", "H", "H", "H", "H", "H", "H", "H", "H", "H", "H", "H", "H", "H", "H", "H", "H"], "xyz": [[0.7702, 3.1704, -0.9601], [0.2460, -3.8319, 0.7767], [-0.9843, -4.1138, -1.9684], [2.4359, -1.9971, -4.8604], [-1.5805, 7.5083, 3.6368], [3.9099, -3.3369, 1.2167], [2.5640, 1.5394, 1.1222], [-1.9475, -5.0462, 0.3698], [1.3548, -1.6147, -3.9091], [1.3219, 2.3656, 2.7332], [-1.8359, 8.3770, 2.4493], [2.4322, -1.8974, 0.3197], [3.0584, -3.0432, -6.1022], [-1.4426, 8.6387, 4.9108], [2.4235, -0.6034, -5.9040], [3.8326, -1.9507, -3.8871], [-0.0086, 6.8941, 3.2497], [-1.9818, 6.1237, 4.6092], [3.7756, -2.7949, -2.6964], [-4.8553, -5.9017, 2.3324], [1.1761, 7.5646, 3.7582], [2.7844, -2.7672, -7.5168], [-3.5249, -6.1955, 3.0531], [2.6775, -4.4513, -5.8259], [0.1468, 6.5651, 1.8390], [1.0796, -0.1156, -6.1837], [2.8693, -3.1223, 0.6374], [-0.6803, -4.9560, -0.2844], [2.4403, 0.4092, 0.2413], [2.9804, 0.6719, -1.1785], [-1.3736, 4.8127, 4.3265], [-0.8760, 8.3265, 6.2070], [-4.1929, -5.6231, -0.1909], [-5.7659, -5.1549, 3.3524], [5.1873, -1.9075, -4.3959], [-4.6656, -4.9783, 1.1157], [-3.4517, 5.9401, 4.6739], [-2.5764, 9.5422, 5.0644], [1.9299, -4.2127, 0.1990], [3.3307, 0.4993, -5.6388], [-5.1021, -6.7409, -0.6874], [-2.7391, -6.0868, -0.1530], [3.1587, -0.7994, 0.8458], [0.2880, 2.4597, 0.6364], [1.4278, 2.1082, 1.5661], [3.3127, 1.7057, -1.2402], [-0.0573, -3.1431, -1.9680], [0.2979, 2.2973, -1.8551], [1.0897, 0.4762, -7.1038], [3.2996, -1.8698, -7.8425], [-1.8320, 4.0730, 4.9862], [2.1977, 0.5050, -1.9142], [4.0163, -3.8435, -2.9211], [-3.8670, 5.6070, 3.7182], [-2.4255, -6.3835, -1.1558], [2.0614, 7.1764, 3.2529], [0.0226, 7.7233, 6.1307], [1.8812, -4.1680, -0.8899], [-4.2108, -4.8280, -0.9432], [2.2711, -5.1703, 0.5721], [-3.7093, 5.2089, 5.4394], [3.1816, -3.5942, -8.1107], [1.4056, 0.0785, 0.1510], [-0.4433, 3.0761, 1.1423], [-2.2733, 10.4400, 5.6077], [-0.7590, 6.0976, 1.4486], [-1.5792, 7.7959, 6.8640], [-5.9595, -4.1486, 2.9810], [1.6070, -4.6235, -5.9687], [-0.3135, 4.8193, 4.5504], [-6.0714, -6.3290, -0.9795], [-0.5921, 9.2585, 6.7025], [3.8235, 0.0260, -1.4145], [-0.2065, 1.5144, 0.4008], [-2.6174, -6.9627, 0.4995], [-2.9706, -5.2654, 3.1738], [-5.2744, -7.5265, 0.0468], [0.3877, -0.9449, -6.3366], [-4.6827, -7.1889, -1.5900], [2.7849, -2.7655, -2.2481], [0.9600, 5.8436, 1.7219], [5.5535, -2.8918, -4.7201], [-5.2461, -5.0183, 4.3000], [2.9238, -4.7162, -4.7951], [-1.5158, 4.4825, 3.2950], [-5.6418, -4.5304, 0.8942], [0.3628, 7.4429, 1.2201], [1.1492, 8.6527, 3.6135], [4.3515, 0.2585, -5.9400], [0.6798, 0.5023, -5.3716], [1.7186, -2.6683, -7.7404], [-3.9405, 6.8801, 4.9443], [1.3313, 7.3528, 4.8170], [3.2314, -5.1282, -6.4763], [3.1409, -0.7725, 1.9353], [4.1998, -0.8111, 0.5244], [3.0460, 1.3630, -6.2426], [-3.7665, -6.5577, 4.0547], [-6.7088, -5.6724, 3.5214], [-2.9146, -6.9360, 2.5454], [-4.0115, -4.1627, 1.4217], [3.3360, 0.8071, -4.5842], [5.8498, -1.5477, -3.6047], [-2.9473, 9.8610, 4.0917], [4.4812, -2.4353, -1.9434], [-3.4066, 9.0739, 5.6134], [5.2944, -1.2237, -5.2327], [-5.3227, -6.8448, 2.0515]], "mulliken_charge": [-0.20, -0.23, -0.16, 0.75, 0.74, -0.65, -0.39, 0.41, -0.90, -0.61, -0.88, 0.09, 0.10, 0.10, 0.18, 0.69, 0.36, 0.16, -1.56, 1.18, -1.06, -0.94, -1.66, -1.01, -1.28, -1.15, 0.34, -0.94, 1.00, -1.24, -1.09, -0.84, 1.26, -1.45, -1.00, -1.36, -1.00, -1.08, -0.29, -0.84, -1.72, -1.38, -1.40, -0.29, 0.61, 0.52, -0.10, 0.13, 0.38, 0.27, 0.44, 0.07, 0.33, 0.34, 0.55, 0.37, 0.20, -0.09, 0.20, 0.58, 0.36, 0.39, 0.30, 0.06, 0.34, 0.38, 0.29, 0.39, 0.36, 0.28, 0.39, 0.35, 0.30, 0.43, 0.07, 0.30, 0.31, 0.37, 0.47, 0.27, 0.43, 0.30, 0.36, 0.26, 0.35, 0.48, 0.29, 0.33, 0.23, 0.27, 0.29, 0.27, 0.22, 0.36, 0.36, 0.40, 0.39, 0.54, 0.29, 0.30, 0.40, 0.11, 0.30, 0.33, 0.48, 0.32, 0.26, 0.12], "lumo_energy_ev": 2.00, "energy_ev": -103376.03115, "homo_lumo_gap_ev": 4.253, "total_charge": -1, "molar_mass_da": 742.0, "homo_ev": -2.26}